DFT (ωB97M-V/def2-TZVPD) results for a 5-piece molecular cluster, C34H71F5N8O16P3S overall in a non-equilibrium geometry.

Frontier orbital gap (eV): 4.70
Highest occupied orbital energy (eV): -9.644
Charge: +1

Geometry (Å):
S1 4.925 5.968 0.137
P1 3.598 -0.392 -2.484
P2 5.589 4.521 -0.942
P3 0.494 -0.232 -0.764
F1 -2.529 5.597 -3.296
F2 -0.840 4.257 -4.027
F3 -2.968 3.492 -3.738
F4 1.334 2.831 1.530
F5 0.068 1.113 1.737
O1 0.491 -0.521 -2.405
O2 -9.528 0.282 -1.486
O3 6.155 4.997 -2.421
O4 6.521 -1.672 -0.077
O5 -0.980 -0.149 -0.530
O6 -10.759 -4.065 -1.396
O7 -5.350 -4.515 -3.770
O8 0.905 -1.557 0.144
O9 4.656 4.108 4.173
O10 10.394 -3.984 0.123
O11 5.244 -0.698 -2.797
O12 6.934 3.905 -0.129
O13 3.049 -0.159 -3.840
O14 2.884 3.492 8.286
O15 -1.954 -3.231 -1.080
O16 3.115 -1.797 -1.797
N1 3.415 1.083 -1.582
N2 4.452 1.904 -1.792
N3 1.888 3.417 5.472
N4 9.234 -1.600 1.494
N5 -11.662 -1.386 -2.745
N6 -3.627 -2.095 -3.476
N7 1.351 1.213 -0.275
N8 3.184 2.890 -0.380
C1 -0.559 2.859 0.130
C2 5.023 4.249 5.538
C3 -1.583 3.346 1.064
C4 -12.415 -2.624 -2.544
C5 4.377 3.079 -1.048
C6 7.199 -2.728 -0.762
C7 2.526 1.712 -0.683
C8 2.441 4.812 8.556
C9 -2.711 4.141 0.606
C10 7.952 -0.993 1.838
C11 -2.772 4.451 -0.835
C12 -0.602 3.146 -1.315
C13 10.651 -3.616 1.477
C14 6.681 -1.694 1.342
C15 -4.939 -3.669 -4.843
C16 -6.443 -3.994 -3.033
C17 -1.741 3.958 -1.763
C18 0.573 1.974 0.763
C19 -1.439 -2.745 -2.314
C20 -2.316 -1.677 -2.980
C21 9.436 -2.925 2.082
C22 1.850 2.634 7.809
C23 -3.565 -3.076 -4.559
C24 2.349 3.204 4.102
C25 -12.053 -3.484 -1.327
C26 -10.843 0.738 -1.804
C27 2.093 2.266 6.350
C28 -9.710 -3.229 -0.936
C29 -11.849 -0.400 -1.682
C30 3.851 2.976 3.887
C31 11.158 -3.245 -0.817
C32 -1.968 4.332 -3.271
C33 -2.897 -4.288 -1.200
C34 -8.656 0.257 -2.603
H1 1.797 2.367 3.669
H2 -6.143 -3.115 -2.453
H3 5.830 -1.134 1.743
H4 7.013 4.527 -2.542
H5 -8.640 1.226 -3.112
H6 -6.779 -4.764 -2.338
H7 -1.193 -3.571 -2.991
H8 -13.484 -2.388 -2.510
H9 -10.888 1.206 -2.793
H10 5.984 4.765 5.573
H11 -8.917 -3.870 -0.546
H12 -11.718 -0.852 -0.692
H13 -2.500 -0.892 -2.244
H14 6.643 -2.946 -1.676
H15 10.830 -2.202 -0.859
H16 0.164 2.763 -2.029
H17 5.132 3.285 6.041
H18 1.404 1.466 6.062
H19 -11.096 1.504 -1.066
H20 11.006 -3.692 -1.800
H21 5.266 1.801 -2.400
H22 -9.288 -2.661 -1.769
H23 -12.197 -2.957 -0.378
H24 0.133 -2.166 0.175
H25 0.856 3.069 7.951
H26 -2.892 -3.904 -4.308
H27 -12.256 -3.231 -3.440
H28 -3.646 5.039 -1.188
H29 9.292 -1.677 0.486
H30 4.299 4.875 6.063
H31 2.063 4.095 3.536
H32 1.574 4.808 9.223
H33 7.963 0.017 1.413
H34 -2.826 -4.902 -0.300
H35 3.506 -1.866 -0.898
H36 4.223 2.088 4.410
H37 -10.033 -2.558 -0.137
H38 10.830 -4.544 2.026
H39 -12.753 -4.325 -1.311
H40 2.383 4.213 5.855
H41 8.198 -2.406 -1.060
H42 9.580 -2.822 3.161
H43 -12.862 0.007 -1.742
H44 8.568 -3.573 1.910
H45 -0.489 -2.271 -2.066
H46 11.550 -2.999 1.572
H47 -3.911 -3.889 -1.242
H48 -8.942 -0.528 -3.309
H49 -5.675 -2.888 -5.057
H50 -3.189 -2.590 -5.464
H51 -2.700 -4.924 -2.066
H52 -7.277 -3.737 -3.693
H53 12.224 -3.289 -0.579
H54 0.659 0.311 -2.905
H55 5.732 -0.863 -1.950
H56 7.253 -3.641 -0.167
H57 -10.679 -1.618 -2.806
H58 3.117 1.883 6.272
H59 6.753 2.980 0.145
H60 2.195 5.342 7.631
H61 -3.521 4.503 1.284
H62 -4.865 -4.303 -5.731
H63 -4.147 -2.493 -2.704
H64 -7.650 0.042 -2.241
H65 -1.501 3.061 2.139
H66 3.253 5.346 9.050
H67 7.893 -0.876 2.924
H68 3.994 2.777 2.817
H69 6.579 -2.711 1.731
H70 -1.757 -1.215 -3.801
H71 1.898 1.721 8.408

Atomic forces in eV per Å
S -0.2843 -1.2200 -1.1519
P 1.5933 -3.9604 -5.5947
P 1.4494 3.0785 2.1488
P -6.7222 -3.4087 -0.1878
F 1.2639 -1.4094 -0.7127
F -1.6560 0.1540 0.5985
F 1.7243 0.9540 -0.2024
F 0.1584 -1.2733 -1.6048
F 0.9268 0.5169 -1.9092
O 2.8492 1.7632 1.9304
O 0.0520 0.1034 -0.4080
O -0.1257 -2.3309 1.7908
O -0.2079 -0.1690 -0.1776
O 2.1217 1.4909 0.4827
O -0.0767 0.2777 0.2340
O -0.2399 0.3359 0.0192
O 1.6811 1.9809 -1.6211
O -0.0302 -0.3839 0.0790
O 0.2051 0.3510 -0.0311
O -2.2668 1.4836 2.6942
O -1.9937 -1.0176 -1.9704
O -0.0491 0.1527 2.2401
O -0.3353 0.2167 -0.0394
O 0.2221 -0.1385 -0.2351
O 0.7142 3.0845 0.7995
N -0.4392 -0.9888 0.9362
N 2.5588 3.9020 0.7707
N 0.1257 -0.2821 -0.0173
N -0.2487 -0.1552 0.1311
N -0.1451 0.0865 0.2162
N 0.2343 -0.1830 -0.2301
N 0.2821 -0.6043 0.8418
N -0.7073 0.9261 0.4816
C -1.2330 0.2561 -0.8688
C 0.1182 0.2954 -0.1633
C -0.1277 0.2436 -1.5872
C 0.3005 -0.0363 -0.1218
C -3.9641 -4.7643 -0.3990
C -0.0091 0.0861 -0.3660
C 5.0331 1.9630 -1.4016
C 0.2150 -0.0887 0.0330
C 1.9095 -0.7524 -2.2677
C 0.2142 -0.0116 -0.3735
C 1.4481 -1.3878 1.2705
C -2.2148 0.9858 2.1096
C -0.3349 -0.3295 0.2245
C -0.1896 0.5278 0.4882
C 0.4394 -0.2970 -0.1685
C 0.1156 -0.2100 0.0409
C 0.2611 -0.0582 1.3094
C -2.3926 2.1348 1.8520
C 0.0902 0.2301 0.0514
C -0.3400 0.0226 0.2754
C 0.2320 0.1401 -0.3165
C 0.3134 -0.4251 -0.0833
C -0.3686 0.0748 0.3076
C 0.0688 0.3123 0.3218
C -0.3215 -0.2614 -0.2482
C -0.2731 -0.0984 0.4809
C -0.0438 0.4516 0.1220
C 0.0827 -0.3589 -0.1821
C 0.3806 -0.0573 -0.2944
C -0.1242 0.1176 -0.3383
C -0.1390 -0.2118 -0.0388
C -1.3485 -0.1906 1.9141
C -0.0026 0.0584 0.3766
C 0.0134 -0.0700 0.2602
H 0.0663 -0.0690 0.1943
H -0.1590 0.1262 -0.0199
H 0.0145 -0.0102 -0.0376
H -0.3917 0.5305 -0.3084
H -0.0150 -0.0500 -0.0776
H 0.0678 -0.0193 -0.0738
H -0.1855 -0.1027 0.0306
H 0.0251 0.0378 0.0754
H 0.0908 -0.1687 -0.0305
H -0.0185 -0.0339 -0.0749
H -0.0665 -0.0462 0.0119
H -0.0732 0.1726 0.1487
H 0.1563 -0.0509 -0.0001
H -0.0463 -0.0262 0.0523
H 0.1733 0.1060 -0.0038
H -0.8206 0.4896 0.6459
H -0.1233 0.0145 0.0024
H -0.0012 0.0093 -0.0358
H -0.0173 0.0039 -0.0287
H -0.0383 -0.0446 0.0875
H -0.7771 -1.2658 -0.3761
H 0.0677 0.2314 0.1390
H 0.1573 0.1095 -0.0191
H -0.0362 0.5305 -0.2166
H 0.0981 0.1282 -0.0889
H 0.0159 -0.1219 -0.2021
H -0.0710 -0.0608 0.0849
H 0.9643 -0.5309 0.0508
H 0.1136 0.0113 0.0531
H 0.0126 -0.1258 0.2007
H 0.0850 -0.0761 -0.0620
H -0.0284 0.0485 -0.0625
H -0.1028 0.0116 0.0693
H 0.0578 0.0401 -0.0168
H -0.2725 -0.5398 -0.2663
H -0.0156 0.0647 0.1906
H -0.0238 0.0708 -0.1025
H 0.0098 0.0412 0.0212
H 0.0597 0.0113 -0.0168
H -0.0700 -0.0211 0.0185
H 0.0785 -0.1975 0.0784
H -0.0287 0.0360 -0.0107
H -0.0085 -0.0305 -0.0087
H 0.0471 -0.1902 0.1345
H -0.2888 -0.3782 -0.1330
H -0.1077 0.0788 -0.1264
H -0.0666 -0.1477 -0.1499
H 0.0248 0.0901 -0.1714
H 0.0298 0.0115 0.1831
H 0.0217 0.0231 0.0219
H -0.0478 0.1070 -0.0488
H -0.0045 0.0692 0.0485
H -0.0167 0.0942 -0.0142
H -0.0919 -0.6877 -0.0680
H -0.0405 -0.1746 -0.4625
H 0.0623 0.1092 0.0474
H -0.0451 0.0312 -0.0162
H -0.0031 -0.1969 0.1262
H 0.4487 0.5826 0.0851
H -0.1577 0.0906 0.0496
H 0.9840 -0.4466 -0.6329
H -0.0062 0.0395 -0.0117
H -0.0184 0.0481 -0.0494
H -0.0718 0.0028 0.0607
H -0.0436 0.2919 -1.0575
H 0.0085 -0.1025 -0.0303
H -0.0509 -0.0853 -0.0172
H -0.0208 0.0584 -0.0268
H 0.1277 -0.0633 -0.1978
H 0.0029 -0.1133 -0.0605
H -0.0413 0.0007 -0.0183